1.
The following is a quantum chemistry calculation of a molecular structure, C4H11NOS2 in a non-equilibrium geometry, from the Open Molecules 2025 dataset.

The expectation value of S² is 1.6267. The calculation puts the LUMO energy (alpha / beta) at -8.6 / -9.0 eV. Its max |F| is 5.347 eV Å⁻¹. The HOMO-LUMO gap (alpha / beta) comes out at 4.54 / 4.10 eV. For the relative energy (zero: lowest compared OMol25 entry of this formula, charge and spin), the calculation gives 10.296 eV.

The geometry in ORCA input format:
```
! RIJCOSX wB97M-V def2-TZVPD def2/J DEFGRID3
* xyz 1 2
S 1.67 -1.31 -2.49
S -2.35 0.09 1.80
C -0.69 0.52 1.60
C 0.13 -0.18 0.52
C 1.68 0.05 0.74
O 2.00 0.34 2.01
N -0.33 0.41 -0.79
C -1.65 -0.09 -1.19
H 2.03 -2.56 -2.58
H -0.14 0.58 2.56
H -0.53 1.72 1.08
H 0.02 -1.24 0.35
H 2.10 -0.94 0.50
H 2.08 0.73 -0.04
H -0.44 2.44 1.41
H 0.37 0.10 -1.47
H -1.61 -0.30 -2.27
H -2.41 0.68 -1.02
H -1.93 -1.04 -0.72
*
```

---

2.
The following is a quantum chemistry calculation of 2 unconnected molecules or ions with the total composition C4H11NS in a non-equilibrium geometry, from the Open Molecules 2025 dataset.

Its structure (SMILES) is C=NC.CSC. The calculation puts the LUMO energy at 1.1 eV. Its max |F| is 4.241 eV Å⁻¹. The HOMO-LUMO gap comes out at 9.54 eV. For the relative energy (zero: lowest compared OMol25 entry of this formula, charge and spin), the calculation gives 2.462 eV.

The geometry in ORCA input format:
```
! RIJCOSX wB97M-V def2-TZVPD def2/J DEFGRID3
* xyz 0 1
C 0.40 2.34 1.28
N 1.22 2.34 0.29
C 2.45 3.10 0.20
H -0.39 1.61 1.39
H 0.87 2.84 2.17
H 2.95 3.42 1.16
H 2.30 3.94 -0.39
H 3.13 2.34 -0.25
C -1.28 -3.29 -0.42
S -1.52 -1.50 -0.08
C 0.04 -0.95 -1.01
H -0.74 -3.86 0.41
H -0.55 -3.55 -1.15
H -2.20 -3.73 -0.74
H -0.23 -0.48 -2.00
H 0.53 -0.35 -0.25
H 0.50 -1.83 -1.40
*
```

---

3.
The following is a quantum chemistry calculation of a molecular structure, C4H11NS in a non-equilibrium geometry, from the Open Molecules 2025 dataset.

The calculation puts the LUMO energy at -1.2 eV. Its max |F| is 3.233 eV Å⁻¹. The HOMO-LUMO gap comes out at 6.49 eV. For the relative energy (zero: lowest compared OMol25 entry of this formula, charge and spin), the calculation gives 5.565 eV.

The geometry in ORCA input format:
```
! RIJCOSX wB97M-V def2-TZVPD def2/J DEFGRID3
* xyz 0 1
C 1.73 1.87 1.00
N 1.24 1.14 2.07
H 1.39 2.66 0.33
H 2.78 1.67 0.78
H 2.04 0.56 2.32
H 0.76 1.20 0.80
C -2.48 -0.18 -0.61
C -1.53 -1.40 -0.50
C -0.14 -1.08 0.09
S 0.72 -0.11 -1.06
H -2.82 0.12 0.38
H -3.29 -0.43 -1.29
H -1.88 0.65 -0.99
H -2.03 -2.12 0.17
H -1.46 -1.91 -1.46
H 0.39 -2.00 0.35
H -0.36 -0.52 1.01
*
```

---

The lowest relative energy (zero: lowest compared OMol25 entry of this formula, charge and spin) belongs to which entry?
number 2